[1]
Below is 10 unconnected molecules or ions with the total composition C6H29NO10, with properties calculated with the ωB97M-V functional and the def2-TZVPD basis.

- HOMO energy: -7.831 eV

```
! RIJCOSX wB97M-V def2-TZVPD def2/J DEFGRID3
* xyz 0 1
C -0.042 2.191 -2.333
N 0.707 1.184 -1.576
C 0.816 -0.094 -2.074
C -0.203 -0.800 -2.579
C -0.080 -2.300 -2.711
C -0.061 -2.838 -1.262
C 1.267 -3.567 -0.992
O 2.204 -2.917 -0.599
H 0.530 3.030 -2.808
H -0.600 2.802 -1.582
H -0.755 1.805 -3.056
H 1.528 1.720 -1.235
H 1.828 -0.497 -1.928
H -1.033 -0.290 -3.036
H -0.910 -2.698 -3.308
H 0.705 -2.643 -3.445
H -0.264 -2.124 -0.473
H -1.023 -3.362 -1.097
H 1.125 -4.635 -0.872
O -1.952 2.687 1.479
H -2.157 3.506 1.943
H -2.222 1.960 2.107
O 1.390 -0.081 1.958
H 2.256 -0.253 1.539
H 1.310 0.887 1.906
O 3.446 -0.629 0.396
H 2.994 -1.340 -0.092
H 4.381 -0.758 0.203
O -1.789 0.517 -0.194
H -0.908 0.562 -0.605
H -2.165 1.399 -0.105
O 0.599 2.374 1.298
H 0.614 2.910 2.108
H -0.415 2.480 1.190
O -3.852 -0.507 1.302
H -3.685 -1.384 1.661
H -3.145 -0.449 0.636
O 3.132 2.123 0.184
H 2.267 2.357 0.546
H 3.324 1.213 0.455
O -0.857 -1.441 2.590
H 0.010 -1.172 2.247
H -0.778 -1.765 3.492
O -2.454 0.598 3.128
H -3.269 0.381 2.635
H -1.813 -0.144 2.959
*
```


[2]
Below is 8 unconnected molecules or ions with the total composition C6H29NO7S, with properties calculated with the ωB97M-V functional and the def2-TZVPD basis.

- HOMO energy: -9.154 eV

```
! RIJCOSX wB97M-V def2-TZVPD def2/J DEFGRID3
* xyz 0 1
C 1.359 1.774 2.636
C 1.029 2.529 1.362
N 0.440 1.675 0.318
C 1.453 0.947 -0.418
C -0.451 2.464 -0.547
C -1.617 1.759 -1.225
C -1.443 0.985 -2.549
S -1.606 -0.814 -2.438
H 2.433 1.733 2.834
H 0.999 2.233 3.562
H 0.937 0.770 2.655
H 1.910 3.042 0.962
H 0.328 3.341 1.550
H 1.197 -0.085 -0.688
H 1.696 1.389 -1.401
H 2.392 0.915 0.134
H 0.231 2.931 -1.273
H -0.894 3.296 -0.010
H -2.184 1.112 -0.545
H -2.317 2.577 -1.407
H -2.311 1.241 -3.138
H -0.565 1.317 -3.096
H -0.988 -1.224 -1.316
O 0.986 -3.572 -2.651
H 1.720 -3.280 -2.097
H 0.340 -3.947 -2.048
O 1.763 -1.789 2.050
H 1.223 -1.968 2.825
H 1.554 -0.883 1.796
O -0.762 -0.880 1.113
H -1.443 -1.533 1.345
H -0.938 -0.078 0.609
O -2.945 -2.680 1.432
H -3.658 -2.029 1.436
H -3.072 -3.116 0.581
O 1.785 -3.553 0.033
H 1.896 -4.436 0.387
H 1.518 -2.913 0.725
O 1.538 -1.226 -4.045
H 0.808 -0.882 -3.516
H 1.372 -2.183 -3.998
O -1.817 1.697 3.066
H -2.679 1.828 2.661
H -1.216 1.516 2.332
*
```


[3]
Below is 9 unconnected molecules or ions with the total composition C6H29NO9, with properties calculated with the ωB97M-V functional and the def2-TZVPD basis.

- HOMO energy: -8.266 eV

```
! RIJCOSX wB97M-V def2-TZVPD def2/J DEFGRID3
* xyz 0 1
N -0.381 -0.144 2.182
C -1.528 0.330 1.470
C -1.548 0.133 0.151
C -2.788 0.505 -0.595
C -2.921 2.018 -0.970
C -1.565 2.490 -1.559
C -0.692 3.408 -0.696
O 0.414 2.695 -0.134
H 0.507 0.228 1.867
H -0.345 0.200 3.122
H -2.382 0.660 2.044
H -0.608 -0.178 -0.272
H -2.811 -0.022 -1.561
H -3.740 0.223 -0.130
H -3.750 2.260 -1.623
H -2.981 2.535 -0.006
H -1.805 2.892 -2.548
H -0.857 1.702 -1.839
H -1.248 3.858 0.126
H -0.231 4.149 -1.361
H 0.438 1.797 -0.471
O -3.687 -1.424 2.529
H -4.058 -1.563 1.651
H -2.745 -1.427 2.298
O 1.846 -1.332 3.886
H 1.700 -0.411 4.134
H 2.370 -1.243 3.064
O 2.522 -1.329 -3.801
H 2.033 -1.555 -4.603
H 2.330 -2.096 -3.275
O 1.437 -2.833 0.750
H 0.564 -2.543 1.032
H 1.829 -3.052 1.597
O 3.445 -1.020 1.659
H 2.884 -0.886 0.899
H 4.310 -1.200 1.823
O 0.132 -3.461 -2.520
H 0.791 -4.148 -2.592
H 0.284 -3.167 -1.611
O 2.892 1.615 0.265
H 2.465 2.486 0.294
H 3.819 1.795 0.452
O 0.984 -0.916 -1.403
H 1.914 -0.767 -1.472
H 0.763 -1.262 -2.254
*
```


[4]
Below is a molecular structure, C6H2B3F12N2O10S2, with properties calculated with the ωB97M-V functional and the def2-TZVPD basis.

- HOMO energy: -6.702 eV

```
! RIJCOSX wB97M-V def2-TZVPD def2/J DEFGRID3
* xyz -1 1
O -1.441 -1.529 -2.064
C -0.392 -0.875 -1.517
F 0.648 -1.589 -0.686
N -0.188 0.613 -1.692
B -1.316 1.437 -1.085
O -1.004 2.893 -0.860
B -2.183 3.666 -1.347
F -2.160 4.624 -2.488
O -3.471 3.377 -0.622
B -3.716 1.937 -0.978
C -5.207 1.629 -1.675
O -5.229 0.221 -2.103
C -6.344 -0.071 -3.017
F -7.357 1.005 -3.135
F -5.714 -0.428 -4.340
F -7.100 -1.308 -2.593
O -2.672 0.919 -0.747
C -0.121 1.035 -3.143
O 0.986 1.536 -3.718
F -1.342 0.951 -3.979
H -6.048 1.884 -0.871
H -5.277 2.399 -2.581
C 4.289 -3.442 4.849
F 3.958 -3.777 6.130
F 5.598 -3.802 4.686
F 3.573 -4.278 4.039
S 3.998 -1.683 4.466
O 4.855 -0.958 5.407
O 2.559 -1.497 4.680
N 4.486 -1.728 2.958
S 4.375 -0.311 2.253
O 5.312 0.718 2.709
O 3.020 0.173 1.977
C 5.016 -0.819 0.623
F 4.261 -1.803 0.049
F 6.285 -1.322 0.696
F 5.062 0.203 -0.280
*
```


[5]
Below is C6H2Cl4O2 in the gas phase, with properties calculated with the ωB97M-V functional and the def2-TZVPD basis.

- HOMO energy (spin up / spin down): -9.077 / -9.077 eV

```
! RIJCOSX wB97M-V def2-TZVPD def2/J DEFGRID3
* xyz 0 1
C 0.085 -2.031 0.215
C -0.013 0.148 0.853
C 0.355 -1.198 1.316
C -0.307 0.006 -0.468
C -0.560 2.389 -1.025
C -0.542 0.986 -1.543
O -0.423 -1.282 -0.827
O 0.974 -1.184 2.556
Cl 0.910 3.158 -1.182
Cl -0.126 1.383 2.065
Cl -2.075 0.625 -2.206
Cl 0.824 0.435 -2.814
H 0.367 -3.054 0.098
H 0.529 -0.382 2.961
*
```


[6]
Below is a gas-phase ion, C6H2ClN2O (charge -1), with properties calculated with the ωB97M-V functional and the def2-TZVPD basis.

- HOMO energy: -3.522 eV

```
! RIJCOSX wB97M-V def2-TZVPD def2/J DEFGRID3
* xyz -1 1
N 0.623 -3.661 -3.363
C 0.324 -2.724 -2.741
C 0.199 -1.663 -1.940
N -0.351 -0.571 -1.762
C -0.199 0.121 -0.648
C 0.477 -0.292 0.475
C 1.120 -1.525 0.576
Cl 1.662 -1.693 2.483
C 1.408 -2.597 -0.115
O 1.938 -3.666 -0.326
H -0.731 1.201 -0.670
H 0.457 0.086 1.514
*
```